Entry 1:
C38H49NO4PS2Si3Yb | ωB97M-V with the def2-TZVPD basis set

Results
- E: -4998.2974 Eh
- HOMO energy (spin up / spin down): -7.23 / -7.24 eV
- Gap between HOMO and LUMO (spin up / spin down): 7.0 / 6.7 eV
- ⟨S²⟩: 0.751
- 2S+1: 2
- E_LUMO (spin up / spin down): -0.280 / -0.567 eV

Each line ends with the Löwdin charge.
Element x y z (Å)
Yb: 0.248 -0.229 -0.690  1.593
C: -1.842 2.266 0.692  -0.026
C: -2.258 1.026 1.404  -0.340
C: -3.370 1.053 2.266  -0.029
C: -3.788 -0.100 2.877  -0.002
C: -3.104 -1.327 2.625  -0.173
C: -3.519 -2.521 3.250  -0.055
C: -2.842 -3.700 2.968  -0.080
C: -1.750 -3.682 2.112  -0.151
C: -1.238 -2.524 1.517  -0.676
S: 0.141 -2.824 0.579  0.604
C: -1.962 -1.296 1.739  -0.237
N: -1.552 -0.099 1.205  0.024
H: -1.858 3.140 1.354  0.095
H: -2.508 2.505 -0.147  0.087
H: -0.819 2.162 0.303  0.039
H: -3.868 2.018 2.442  0.124
H: -4.636 -0.054 3.587  0.129
H: -4.387 -2.479 3.911  0.109
H: -3.149 -4.654 3.438  0.115
H: -1.219 -4.615 1.906  0.094
C: -3.861 -0.359 -1.196  -0.116
O: -2.539 -0.111 -1.656  -0.358
Si: -2.032 0.299 -3.198  0.302
C: -2.298 2.192 -3.209  -0.152
C: -3.235 -0.530 -4.442  -0.152
C: -0.266 -0.294 -3.267  -0.549
Si: 0.880 0.887 -4.149  0.386
C: 0.315 1.287 -5.951  -0.194
C: 2.612 0.173 -4.515  -0.177
C: 1.133 2.580 -3.282  -0.190
Si: -0.050 -2.138 -3.550  0.352
C: 1.591 -2.917 -2.975  -0.202
C: -0.181 -2.598 -5.384  -0.195
C: -1.385 -3.206 -2.669  -0.202
H: -4.391 0.567 -0.981  0.084
H: -3.837 -1.001 -0.307  0.083
H: -4.460 -0.901 -1.935  0.083
H: -3.313 2.380 -2.847  0.027
H: -2.247 2.621 -4.223  0.034
H: -1.574 2.719 -2.571  0.007
H: -4.202 -0.026 -4.430  0.024
H: -3.412 -1.597 -4.241  0.026
H: -2.906 -0.437 -5.483  0.029
H: 0.347 0.376 -6.594  0.032
H: 1.003 1.993 -6.437  0.022
H: -0.697 1.721 -6.039  0.015
H: 2.613 -0.890 -4.828  0.026
H: 3.285 0.257 -3.653  0.004
H: 3.012 0.788 -5.332  0.032
H: 0.883 3.363 -4.021  0.035
H: 2.194 2.740 -3.020  0.027
H: 0.531 2.743 -2.372  -0.007
H: 1.989 -3.614 -3.748  0.042
H: 1.434 -3.517 -2.041  0.010
H: 2.386 -2.183 -2.762  0.001
H: 0.691 -2.248 -5.968  0.024
H: -1.092 -2.162 -5.852  0.024
H: -0.241 -3.705 -5.484  0.037
H: -1.753 -2.729 -1.758  -0.019
H: -0.961 -4.172 -2.327  0.034
H: -2.261 -3.386 -3.318  0.024
O: 4.020 1.183 -1.507  -0.278
S: 2.998 0.701 -0.591  0.520
O: 1.778 1.556 -0.434  -0.488
O: 2.465 -0.665 -0.849  -0.445
C: 3.801 0.527 1.021  -0.241
C: 5.184 0.429 1.021  -0.042
C: 5.846 0.173 2.224  -0.058
C: 5.141 0.070 3.412  -0.056
C: 3.755 0.189 3.403  -0.081
C: 3.082 0.421 2.215  -0.338
P: 1.301 0.635 2.300  1.074
C: 1.162 2.347 2.887  -0.330
C: 1.050 3.439 2.002  -0.086
C: 1.124 4.724 2.524  -0.084
C: 1.227 4.936 3.882  -0.083
C: 1.329 3.846 4.756  -0.073
C: 1.311 2.558 4.259  -0.107
C: 0.749 -0.484 3.630  -0.382
C: 1.266 -1.771 3.699  -0.137
C: 0.765 -2.691 4.585  -0.080
C: -0.257 -2.341 5.466  -0.080
C: -0.791 -1.063 5.387  -0.085
C: -0.329 -0.144 4.453  -0.113
H: 5.682 0.570 0.070  0.113
H: 6.933 0.058 2.211  0.114
H: 5.669 -0.090 4.358  0.114
H: 3.135 0.120 4.307  0.111
H: 0.936 3.265 0.943  0.075
H: 1.063 5.573 1.842  0.111
H: 1.203 5.963 4.261  0.109
H: 1.432 4.013 5.832  0.109
H: 1.390 1.718 4.957  0.103
H: 2.049 -2.075 2.997  0.106
H: 1.188 -3.714 4.608  0.122
H: -0.620 -3.082 6.187  0.110
H: -1.629 -0.740 6.021  0.112
H: -0.833 0.817 4.336  0.109

***

Entry 2:
C38H50BN8S | ωB97M-V with the def2-TZVPD basis set

Results
- E: -2339.0438 Eh
- HOMO energy: -3.71 eV
- Net charge: -1
- Gap between HOMO and LUMO: 5.7 eV
- Energy relative to the best compared isomer or geometry (same formula, charge and spin): 26.0 kcal/mol
- E_LUMO: 2.038 eV

Each line ends with the Löwdin charge.
Element x y z (Å)
C: 1.879 -1.382 5.120  -0.146
C: 1.630 0.100 4.659  -0.229
C: 1.215 0.188 3.108  -0.250
N: 0.844 -1.162 2.658  -0.042
B: -0.646 -1.306 2.324  -0.692
C: -0.846 -2.874 1.759  -0.147
C: -0.326 -3.928 2.755  -0.292
N: 0.868 -4.403 2.791  0.036
C: -1.624 -1.056 3.650  -0.188
C: -3.135 -0.888 3.287  -0.287
C: -3.960 -2.211 3.217  -0.535
S: -3.710 -3.324 4.667  0.662
H: 2.259 -1.410 6.175  0.055
H: 2.627 -1.894 4.485  0.064
H: 0.952 -1.985 5.120  0.053
H: 0.755 0.455 5.250  0.079
H: 2.557 0.669 4.882  0.078
H: 0.345 0.878 3.030  0.088
H: 2.077 0.621 2.555  0.083
H: 1.391 -1.394 1.831  0.081
H: -1.034 -0.586 1.425  0.078
H: -1.873 -3.073 1.385  0.064
H: -0.172 -2.940 0.861  0.082
H: -1.012 -4.310 3.542  0.070
H: 1.373 -3.935 2.031  0.016
H: -1.329 -0.121 4.195  0.077
H: -1.412 -1.894 4.354  0.056
H: -3.212 -0.423 2.274  0.099
H: -3.675 -0.186 3.965  0.093
H: -5.039 -1.917 3.223  0.064
H: -3.818 -2.801 2.294  0.049
H: -4.878 -3.970 4.978  -0.168
N: 3.239 2.640 1.006  0.066
C: 2.729 3.715 1.616  -0.148
C: 1.992 4.693 0.967  -0.076
C: 1.771 4.551 -0.394  -0.094
C: 2.291 3.446 -1.048  -0.100
C: 3.012 2.525 -0.305  -0.149
H: 2.929 3.781 2.679  0.105
H: 1.600 5.542 1.513  0.098
H: 1.200 5.294 -0.939  0.101
H: 2.139 3.301 -2.110  0.095
H: 3.434 1.641 -0.772  0.109
N: 0.210 -0.196 -2.858  0.077
C: -0.578 -0.607 -3.857  -0.179
C: -1.556 0.181 -4.443  -0.081
C: -1.733 1.470 -3.965  -0.085
C: -0.930 1.918 -2.928  -0.067
C: 0.021 1.051 -2.414  -0.143
H: -0.402 -1.622 -4.193  0.073
H: -2.162 -0.204 -5.252  0.098
H: -2.488 2.118 -4.395  0.101
H: -1.038 2.917 -2.527  0.099
H: 0.675 1.355 -1.606  0.087
N: 0.453 -3.847 -3.559  0.068
C: 0.037 -5.105 -3.390  -0.136
C: 0.675 -6.209 -3.935  -0.074
C: 1.809 -5.998 -4.702  -0.088
C: 2.259 -4.701 -4.892  -0.076
C: 1.550 -3.669 -4.301  -0.155
H: -0.855 -5.219 -2.784  0.109
H: 0.294 -7.206 -3.762  0.100
H: 2.336 -6.834 -5.146  0.101
H: 3.142 -4.496 -5.485  0.097
H: 1.865 -2.637 -4.415  0.083
N: 2.504 2.007 -5.931  0.059
C: 2.091 0.744 -5.765  -0.131
C: 2.732 -0.354 -6.317  -0.063
C: 3.864 -0.136 -7.086  -0.083
C: 4.309 1.163 -7.273  -0.083
C: 3.599 2.191 -6.676  -0.163
H: 1.201 0.624 -5.159  0.077
H: 2.355 -1.353 -6.148  0.082
H: 4.392 -0.968 -7.535  0.103
H: 5.189 1.373 -7.868  0.097
H: 3.911 3.224 -6.791  0.096
N: 3.258 8.404 -5.138  0.049
C: 3.263 7.125 -4.743  -0.152
C: 3.279 6.729 -3.415  -0.069
C: 3.294 7.710 -2.438  -0.082
C: 3.291 9.042 -2.821  -0.079
C: 3.272 9.333 -4.176  -0.163
H: 3.254 6.394 -5.543  0.100
H: 3.280 5.679 -3.153  0.093
H: 3.308 7.440 -1.389  0.102
H: 3.304 9.836 -2.086  0.099
H: 3.266 10.359 -4.525  0.098
N: -7.736 -2.082 7.082  0.055
C: -8.653 -2.722 7.817  -0.168
C: -8.399 -3.883 8.528  -0.089
C: -7.122 -4.419 8.475  -0.088
C: -6.154 -3.776 7.720  -0.079
C: -6.510 -2.617 7.048  -0.160
H: -9.638 -2.267 7.825  0.096
H: -9.181 -4.356 9.108  0.094
H: -6.883 -5.327 9.017  0.102
H: -5.146 -4.163 7.653  0.099
H: -5.786 -2.078 6.447  0.081

***

Calculated max |F|, 2.81; 1.69 eV/Å (same order as the records).